# 1
Molecular formula: C4H8FNO
Method: DFT, wB97M-V/def2-TZVPD

The geometry in XYZ format:
```
15
Properties=species:S:1:pos:R:3
C -1.57484 1.30642 0.15476
C -0.97196 -0.02579 -0.20840
O -1.57588 -0.86424 -0.77962
C 0.56099 -0.07964 0.09110
C 1.43954 -0.99758 -0.69564
N 0.62559 -0.62943 1.49354
F 1.09070 1.17138 -0.10410
H -1.17941 1.67494 1.01845
H -1.51315 2.02773 -0.78261
H -2.73527 1.08054 0.27044
H 1.95586 -0.44210 -1.51007
H 2.19720 -1.45835 -0.10298
H 0.82704 -1.72821 -1.15986
H -0.12741 -0.50218 2.19155
H 1.49728 -0.30063 1.88066
```

net charge = 0
SMILES = CC(=O)[C@](C)(N)F
max |F| = 5.51 eV/A
HOMO level = -9.82 eV
energy above the lowest of the compared OMol25 structures with the same formula, charge and spin = 0.469 eV
E_tot = -387.045142 Eh
LUMO = 0.875 eV

=====

# 2
Molecular formula: C4H8FNO
Method: DFT, wB97M-V/def2-TZVPD

The geometry in XYZ format:
```
15
Properties=species:S:1:pos:R:3
C 1.05487 -0.85723 -0.80825
C 1.23137 0.09127 0.22836
C -0.14485 0.89526 0.55808
F -0.39816 1.82472 -0.49232
C -1.10680 -0.15467 0.90998
N -2.13806 -0.68809 0.30535
O -2.43665 0.03985 -0.80033
H 1.83386 -1.74642 -0.80018
H 1.22964 -0.55902 -1.94513
H -0.00437 -1.26299 -0.76135
H 2.06313 0.77355 0.06288
H 1.50702 -0.21935 1.36519
H 0.23069 1.62361 1.25338
H -0.87277 -0.88102 1.75392
H -2.04892 1.12052 -0.82958
```

net charge = 0
SMILES = CC[C@@H](F)/C=N\O
max |F| = 6.43 eV/A
HOMO level = -9.53 eV
energy above the lowest of the compared OMol25 structures with the same formula, charge and spin = 4.039 eV
E_tot = -386.913953 Eh
LUMO = 0.739 eV

=====

# 3
Molecular formula: C4H8FNS
Method: DFT, wB97M-V/def2-TZVPD

The geometry in XYZ format:
```
15
Properties=species:S:1:pos:R:3
N -0.51360 -1.29138 -1.00763
C 0.35108 -1.27210 0.16953
C 0.41424 0.11939 0.78622
F 1.15523 0.06220 1.92892
C -0.77316 1.02166 0.82607
C 0.49847 1.42657 0.07852
S 0.50501 1.79004 -1.62696
H -0.16989 -1.93965 -1.70643
H -1.49059 -1.52107 -0.81980
H 1.37219 -1.39015 -0.08831
H 0.02180 -2.00424 0.90354
H -1.60841 0.74970 0.19046
H -0.90916 1.59437 1.69074
H 1.11354 2.06254 0.70410
H 0.03323 0.59212 -2.02898
```

net charge = 0
SMILES = NC[C@]1(F)C[C@@H]1S
max |F| = 1.55 eV/A
HOMO level = -8.48 eV
energy above the lowest of the compared OMol25 structures with the same formula, charge and spin = 0.525 eV
E_tot = -709.969840 Eh
LUMO = 0.798 eV

=====

# 4
Molecular formula: C4H8FNS
Method: DFT, wB97M-V/def2-TZVPD

The geometry in XYZ format:
```
15
Properties=species:S:1:pos:R:3
N 0.15837 1.50085 0.15815
C 0.06711 0.09075 -0.02959
C -1.12615 -0.41836 -0.79170
S -2.69546 -0.09365 0.10644
C 0.64328 -0.68210 1.07717
C 1.37560 -0.65999 -0.20980
F 2.54719 0.04762 -0.28754
H 1.06316 1.90440 0.43408
H 0.03595 2.00136 -0.75173
H -1.15255 0.06431 -1.80640
H -1.05908 -1.48561 -0.99175
H -2.30382 1.09452 0.62482
H 0.89975 -0.12163 1.96450
H 0.20438 -1.66255 1.25956
H 1.34226 -1.57993 -0.75621
```

net charge = 0
SMILES = N[C@]1(CS)C[C@@H]1F
max |F| = 2.76 eV/A
HOMO level = -8.98 eV
energy above the lowest of the compared OMol25 structures with the same formula, charge and spin = 0.510 eV
E_tot = -709.970375 Eh
LUMO = 0.885 eV

=====

What did the third record say?
Molecular formula: C4H8FNS
Method: DFT, wB97M-V/def2-TZVPD

The geometry in XYZ format:
```
15
Properties=species:S:1:pos:R:3
N -0.51360 -1.29138 -1.00763
C 0.35108 -1.27210 0.16953
C 0.41424 0.11939 0.78622
F 1.15523 0.06220 1.92892
C -0.77316 1.02166 0.82607
C 0.49847 1.42657 0.07852
S 0.50501 1.79004 -1.62696
H -0.16989 -1.93965 -1.70643
H -1.49059 -1.52107 -0.81980
H 1.37219 -1.39015 -0.08831
H 0.02180 -2.00424 0.90354
H -1.60841 0.74970 0.19046
H -0.90916 1.59437 1.69074
H 1.11354 2.06254 0.70410
H 0.03323 0.59212 -2.02898
```

net charge = 0
SMILES = NC[C@]1(F)C[C@@H]1S
max |F| = 1.55 eV/A
HOMO level = -8.48 eV
energy above the lowest of the compared OMol25 structures with the same formula, charge and spin = 0.525 eV
E_tot = -709.969840 Eh
LUMO = 0.798 eV

=====

- Which formula does entry 2 have?
  C4H8FNO

=====

- Which value of HOMO level does entry 4 give?
  -8.98 eV

=====

- Which of these has the lowest energy above the lowest of the compared OMol25 structures with the same formula, charge and spin?
  number 1